1.
{
  "formula": "C31H66N3O7Y",
  "method": "ωB97M-V with the def2-TZVPD basis set",
  "multiplicity": 1,
  "e_tot_ha": -1950.0098,
  "total_charge": 0,
  "symbols": ["Y", "C", "C", "C", "C", "C", "C", "N", "O", "C", "C", "C", "H", "H", "H", "H", "H", "H", "H", "H", "H", "H", "H", "H", "H", "H", "H", "H", "H", "H", "C", "C", "C", "C", "C", "C", "N", "O", "C", "C", "C", "H", "H", "H", "H", "H", "H", "H", "H", "H", "H", "H", "H", "H", "H", "H", "H", "H", "H", "C", "C", "C", "C", "C", "C", "N", "O", "C", "C", "C", "H", "H", "H", "H", "H", "H", "H", "H", "H", "H", "H", "H", "H", "H", "H", "H", "H", "H", "C", "C", "O", "O", "H", "H", "H", "H", "H", "H", "C", "C", "O", "O", "H", "H", "H", "H", "H", "H"],
  "xyz": [[0.4830, -0.2569, 0.6333], [4.7221, -2.3297, 0.3792], [4.5231, -1.5767, -0.9443], [5.4840, -2.1683, -2.0134], [5.0306, -3.4993, -2.5713], [3.5559, -3.3951, -3.0010], [2.6281, -2.9102, -1.8929], [3.1481, -1.6565, -1.4166], [2.3358, -0.9535, -0.5623], [2.3864, -4.0010, -0.8338], [1.2598, -2.6678, -2.5333], [4.8969, -0.1437, -0.7909], [5.1187, -3.3329, 0.2239], [3.7969, -2.3790, 0.9516], [5.4822, -1.8119, 0.9809], [6.4228, -2.2820, -1.4542], [5.6800, -1.4566, -2.8158], [5.2127, -4.3491, -1.9089], [5.5540, -3.7418, -3.5035], [3.2057, -4.3765, -3.3431], [3.5085, -2.7175, -3.8570], [1.7333, -3.5667, -0.0698], [3.2903, -4.3081, -0.3074], [1.9612, -4.9033, -1.2739], [0.5342, -2.3383, -1.7962], [0.8466, -3.5525, -3.0296], [1.3104, -1.8904, -3.2974], [4.4190, 0.2788, 0.1025], [4.5366, 0.4643, -1.6203], [5.9746, -0.0399, -0.6499], [-0.9032, 3.0853, 2.8876], [-1.9267, 2.2354, 3.5916], [-3.2124, 3.0600, 3.6480], [-4.4336, 2.2509, 4.0571], [-4.5959, 1.0592, 3.1382], [-3.3345, 0.1894, 3.0069], [-2.2466, 1.0908, 2.7426], [-1.1603, 0.4191, 2.1804], [-3.6247, -0.7179, 1.8240], [-3.1961, -0.6848, 4.2593], [-1.4501, 1.8765, 5.0098], [-0.6629, 3.9298, 3.5422], [-1.2060, 3.3811, 1.8888], [0.0473, 2.5779, 2.7306], [-3.3825, 3.5470, 2.6831], [-3.1525, 3.8957, 4.3630], [-5.3270, 2.8662, 4.1697], [-4.2849, 1.8611, 5.0778], [-4.9042, 1.4138, 2.1487], [-5.4421, 0.4574, 3.5011], [-2.8577, -1.4810, 1.7140], [-3.6315, -0.1217, 0.9044], [-4.6344, -1.1173, 1.9105], [-2.2854, -1.2951, 4.2361], [-4.0451, -1.3724, 4.3407], [-3.1495, -0.1360, 5.2003], [-1.1803, 0.8259, 5.1274], [-2.0884, 2.2303, 5.8201], [-0.4704, 2.3214, 5.2693], [-2.3644, 2.2594, -0.5396], [-2.2498, 1.7624, -1.9661], [-2.6764, 2.9468, -2.8670], [-2.3392, 2.7237, -4.3369], [-0.8537, 2.3863, -4.4357], [-0.4168, 1.1715, -3.6069], [-0.8886, 1.3488, -2.2585], [-0.4410, 0.3399, -1.4368], [1.1140, 1.2287, -3.5490], [-0.8159, -0.1383, -4.2976], [-3.2710, 0.6122, -2.1553], [-3.3045, 2.7756, -0.3275], [-1.5778, 2.9702, -0.2580], [-2.2535, 1.4522, 0.1930], [-2.1979, 3.8668, -2.5163], [-3.7588, 3.0479, -2.7467], [-2.5379, 3.5622, -5.0057], [-2.9178, 1.8769, -4.7271], [-0.2968, 3.2733, -4.1182], [-0.6040, 2.1595, -5.4789], [1.5771, 1.4386, -4.5147], [1.5170, 0.3362, -3.0675], [1.4067, 2.0629, -2.8976], [-0.1619, -0.4122, -5.1323], [-1.7891, -0.0767, -4.8042], [-0.8287, -0.9475, -3.5675], [-4.2932, 0.9998, -2.0688], [-3.1123, -0.1722, -1.4177], [-3.2427, 0.2192, -3.1728], [2.5917, 1.6586, 2.2016], [2.4249, 2.3998, 0.9038], [1.1729, 2.0455, 0.3079], [2.3493, 0.2434, 2.0224], [1.7396, 1.9132, 2.8360], [3.5626, 1.8989, 2.6235], [3.2044, 2.1191, 0.1852], [2.5093, 3.4804, 1.0271], [0.9187, 2.6736, -0.3785], [3.0010, -0.3240, 2.4383], [-0.4402, -3.0900, 2.1627], [-1.0682, -3.2622, 0.7935], [-0.9407, -2.0007, 0.1102], [0.6270, -2.1169, 2.2033], [-0.1559, -4.0169, 2.6579], [-1.1948, -2.6318, 2.8116], [-2.1264, -3.4377, 0.9988], [-0.6398, -4.0600, 0.1868], [-1.5037, -2.0188, -0.6740], [1.2473, -2.3337, 2.9019]],
  "forces_ev_per_a": [[-0.67, 1.28, -2.25], [0.77, 0.21, 0.43], [-0.12, -1.31, -0.85], [0.30, -0.17, 0.95], [-0.60, -0.14, -0.93], [0.50, -0.57, 0.29], [-0.69, -0.62, -0.51], [0.49, 0.98, -0.93], [-1.88, 0.05, 1.72], [0.51, 0.14, 0.55], [-0.27, 0.37, -0.35], [-0.19, 1.27, 0.89], [-0.19, -0.10, 0.01], [-0.09, 0.05, -0.03], [-0.12, -0.05, 0.04], [0.14, -0.02, -0.35], [-0.27, 0.11, -0.02], [-0.14, 0.16, 0.23], [0.36, 0.07, 0.25], [0.00, 0.09, -0.01], [-0.15, 0.12, 0.11], [-0.15, -0.22, -0.06], [0.07, -0.03, -0.14], [-0.27, 0.11, -0.01], [-0.01, 0.10, 0.06], [0.29, -0.17, 0.16], [0.13, 0.07, 0.11], [0.08, -0.12, -0.08], [0.18, -0.13, -0.22], [0.05, 0.03, -0.19], [1.11, 0.16, 0.12], [-0.63, -0.55, -0.06], [-0.80, 0.85, 0.56], [0.59, -0.53, 0.65], [-1.04, 0.23, 0.13], [-1.03, 0.46, 0.76], [0.19, 0.14, -1.66], [1.79, -0.64, -0.35], [0.33, 0.44, -0.69], [0.17, -0.53, 0.47], [1.63, 0.10, 0.69], [-0.25, 0.24, -0.32], [-0.35, 0.26, 0.03], [-0.23, -0.27, 0.20], [0.01, -0.28, -0.13], [0.51, -0.17, -0.05], [-0.07, 0.04, -0.47], [0.15, 0.10, -0.10], [0.25, -0.02, -0.08], [0.22, -0.14, -0.06], [-0.21, -0.16, 0.04], [0.16, -0.05, 0.10], [0.10, -0.38, 0.21], [-0.03, 0.10, -0.18], [0.05, 0.02, -0.10], [-0.12, 0.19, -0.14], [-0.61, -0.12, -0.10], [-0.35, -0.35, -0.13], [-0.29, 0.35, -0.40], [0.49, -0.19, 1.10], [-0.87, -0.09, -0.59], [-0.04, -0.14, -0.45], [0.43, -0.75, 0.06], [-0.35, -0.10, -0.38], [0.52, 0.53, -0.78], [0.38, 1.48, 0.81], [0.15, -1.49, 1.79], [0.32, 0.20, 0.73], [-0.64, -0.21, -0.51], [-0.34, 0.44, -0.36], [-0.15, -0.19, -0.26], [0.07, 0.04, -0.44], [-0.14, 0.06, -0.12], [0.02, -0.05, 0.04], [0.07, 0.23, 0.10], [-0.24, 0.21, 0.29], [-0.05, 0.10, 0.04], [0.18, -0.11, -0.02], [0.14, 0.20, 0.06], [-0.14, -0.38, -0.16], [0.12, -0.04, -0.25], [-0.13, -0.01, -0.04], [0.39, 0.12, 0.33], [-0.09, 0.03, 0.44], [-0.01, -0.01, -0.06], [0.09, -0.05, 0.40], [0.02, -0.10, -0.10], [0.28, -0.23, 0.14], [-1.27, 0.02, 0.22], [0.54, -0.23, -1.33], [0.15, 0.01, 0.89], [0.38, 0.29, -0.06], [0.61, 0.62, 0.40], [0.01, -0.24, 0.23], [0.08, -0.09, 0.19], [-0.17, 0.01, 0.44], [-0.21, -0.35, -0.27], [0.25, 0.12, -0.23], [-0.64, 0.88, 1.40], [0.26, 0.43, 0.11], [-0.41, -1.12, 0.19], [0.24, -0.69, -0.80], [0.22, -0.18, -0.43], [-0.16, -0.19, -0.13], [0.01, -0.29, -0.26], [0.09, 0.03, 0.03], [0.20, 0.53, -0.17], [-0.01, -0.01, -0.02]]
}

***

2.
{
  "formula": "C31H68GaO28P2",
  "method": "ωB97M-V with the def2-TZVPD basis set",
  "multiplicity": 1,
  "e_tot_ha": -5936.3029,
  "total_charge": -1,
  "symbols": ["C", "C", "O", "C", "C", "C", "C", "C", "Ga", "P", "O", "P", "O", "O", "H", "H", "H", "H", "H", "H", "H", "H", "H", "H", "H", "H", "H", "H", "H", "H", "H", "H", "H", "H", "C", "O", "C", "O", "O", "C", "H", "H", "H", "H", "H", "H", "C", "O", "C", "O", "O", "C", "H", "H", "H", "H", "H", "H", "C", "O", "C", "O", "O", "C", "H", "H", "H", "H", "H", "H", "C", "O", "C", "O", "O", "C", "H", "H", "H", "H", "H", "H", "C", "O", "C", "O", "O", "C", "H", "H", "H", "H", "H", "H", "C", "O", "C", "O", "O", "C", "H", "H", "H", "H", "H", "H", "C", "O", "C", "O", "O", "C", "H", "H", "H", "H", "H", "H", "C", "O", "C", "O", "O", "C", "H", "H", "H", "H", "H", "H"],
  "xyz": [[8.3287, 0.3295, 1.0237], [6.9371, 0.1818, 0.3591], [6.5339, -1.1845, 0.2534], [5.1323, -1.2503, 0.5293], [4.4422, -2.5076, -0.0653], [3.0475, -2.6376, 0.6526], [1.9246, -1.8579, -0.0996], [1.6666, -0.4149, 0.4626], [-0.0508, -0.2509, 1.5765], [-0.5293, -2.1211, 2.9196], [-1.6307, -1.6724, 3.9219], [-1.9529, 0.1456, 0.2095], [-2.2027, 1.8645, 0.1522], [-1.4589, -0.3363, -1.3640], [8.6850, 1.3511, 0.7979], [8.1961, 0.2915, 2.1158], [9.0680, -0.3932, 0.6577], [6.9556, 0.5853, -0.6707], [6.2305, 0.7993, 0.9353], [4.5749, -0.3727, 0.1594], [5.0170, -1.3112, 1.6316], [4.2145, -2.2682, -1.1187], [5.0411, -3.4252, 0.0127], [2.7715, -3.7072, 0.6466], [3.1379, -2.3265, 1.7051], [0.9945, -2.4359, 0.0683], [2.1279, -1.8508, -1.1844], [1.5609, 0.2553, -0.4160], [2.4973, -0.0095, 1.0674], [0.0791, 1.0418, 2.5263], [0.5917, -2.6031, 3.6690], [-0.9831, -3.2295, 2.1370], [-2.7542, 1.9682, -0.6263], [-0.8324, 0.3198, -1.6867], [10.7759, -4.6288, -2.9598], [9.8780, -5.0960, -1.9576], [9.5517, -4.1708, -1.0509], [9.9478, -3.0388, -1.0301], [8.7168, -4.7272, -0.1795], [8.2794, -3.8390, 0.8550], [10.9667, -5.4606, -3.6342], [10.3298, -3.8122, -3.5267], [11.7196, -4.3134, -2.5153], [7.7337, -2.9938, 0.4371], [9.1272, -3.4924, 1.4467], [7.6101, -4.4015, 1.5027], [-0.8398, 5.2999, 6.1729], [-1.9400, 5.3637, 5.2704], [-1.7726, 4.6298, 4.1645], [-0.8101, 3.9657, 3.9051], [-2.8583, 4.7708, 3.4104], [-2.8231, 4.0274, 2.1843], [-1.0860, 5.9286, 7.0260], [-0.6855, 4.2792, 6.5221], [0.0663, 5.6830, 5.7038], [-2.7546, 2.9600, 2.3782], [-1.9955, 4.3556, 1.5589], [-3.7547, 4.2258, 1.6592], [-4.6728, -2.2092, 3.9301], [-5.3416, -2.8517, 2.8345], [-6.3212, -2.1364, 2.2944], [-6.6830, -1.0475, 2.6402], [-6.8395, -2.8498, 1.2860], [-7.9100, -2.2002, 0.6071], [-3.8983, -2.8825, 4.2834], [-4.1991, -1.2875, 3.6019], [-5.3705, -2.0167, 4.7468], [-7.5710, -1.2680, 0.1564], [-8.7422, -2.0159, 1.2863], [-8.2435, -2.8705, -0.1827], [-1.0149, 7.0128, -3.6787], [-0.9509, 6.7405, -2.2803], [-0.3313, 5.5959, -1.9793], [0.1470, 4.8291, -2.7682], [-0.3395, 5.4597, -0.6572], [0.2952, 4.2645, -0.1858], [-1.5354, 7.9593, -3.8038], [-0.0142, 7.1067, -4.0997], [-1.5751, 6.2360, -4.1976], [1.3484, 4.2511, -0.4673], [-0.2171, 3.3823, -0.5655], [0.2281, 4.2596, 0.8998], [-1.5940, 11.4039, -6.6994], [-1.9306, 10.7703, -7.9324], [-2.1342, 9.4574, -7.8269], [-2.0573, 8.8117, -6.8203], [-2.4381, 8.9887, -9.0361], [-2.6823, 7.5827, -9.0665], [-1.4531, 12.4615, -6.9090], [-2.4016, 11.2938, -5.9764], [-0.6655, 10.9986, -6.2987], [-3.5317, 7.3253, -8.4348], [-1.7957, 7.0307, -8.7569], [-2.9178, 7.3193, -10.0949], [-0.7190, 0.6524, 6.2504], [-0.6560, 0.3743, 7.6594], [-0.0401, -0.7615, 7.9674], [0.4533, -1.5358, 7.1983], [-0.0608, -0.8924, 9.3007], [0.5729, -2.0771, 9.7693], [-1.2370, 1.6012, 6.1257], [0.2822, 0.7495, 5.8322], [-1.2797, -0.1231, 5.7233], [1.6270, -2.0863, 9.4922], [0.0697, -2.9627, 9.3819], [0.4955, -2.0763, 10.8547], [0.0172, -3.4008, -6.9364], [-0.8957, -3.9027, -5.9660], [-1.2588, -2.9993, -5.0487], [-0.8840, -1.8617, -5.0010], [-2.1037, -3.5862, -4.2083], [-2.5793, -2.7314, -3.1593], [0.2383, -4.2157, -7.6224], [-0.4290, -2.5802, -7.4978], [0.9444, -3.0787, -6.4632], [-3.1277, -1.8853, -3.5711], [-1.7578, -2.3845, -2.5374], [-3.2572, -3.3196, -2.5444], [-5.3124, -5.2499, 0.7374], [-5.6226, -5.8803, -0.5134], [-5.8182, -7.1915, -0.4328], [-5.7585, -7.8591, 0.5623], [-6.0960, -7.6434, -1.6600], [-6.3290, -9.0468, -1.7182], [-5.1750, -4.1962, 0.5447], [-6.1309, -5.3711, 1.4426], [-4.3869, -5.6513, 1.1503], [-7.1889, -9.3208, -1.1073], [-5.4444, -9.5980, -1.4003], [-6.5425, -9.2950, -2.7556]],
  "forces_ev_per_a": [[-0.74, 0.53, -0.16], [1.18, 0.15, -0.44], [-0.73, 0.95, 0.23], [-0.36, -1.39, 0.33], [-0.68, 1.23, 0.43], [0.26, -0.53, -1.12], [-0.16, 0.11, 1.30], [-0.19, -0.19, -0.68], [1.15, 1.29, -0.37], [-1.87, 1.23, 1.54], [1.11, -0.77, -1.07], [-1.21, -0.76, 0.01], [1.07, -1.12, -0.49], [-0.28, 1.14, 0.76], [0.00, -0.41, 0.06], [0.30, -0.33, -0.32], [-0.29, 0.09, 0.14], [0.05, 0.02, 0.34], [0.02, -0.40, -0.10], [0.40, -0.18, 0.12], [-0.01, 0.30, -0.37], [0.40, -0.53, 0.23], [-0.03, 0.37, 0.06], [0.13, 0.34, 0.12], [-0.19, -0.04, -0.29], [0.35, 0.15, -0.42], [-0.05, -0.08, 0.39], [0.03, -0.03, 0.49], [-0.15, -0.32, -0.29], [-0.08, -0.31, 0.13], [-0.12, -0.32, -0.53], [0.44, -0.16, 0.29], [-0.43, 0.24, -0.06], [0.50, -0.18, -0.25], [0.17, -0.02, -0.27], [0.06, -0.11, -0.12], [-0.30, -0.29, 0.18], [0.20, 0.29, -0.04], [0.07, -0.11, -0.02], [-0.26, 0.24, 0.29], [-0.13, -0.09, 0.13], [0.07, 0.07, 0.11], [-0.08, 0.13, 0.00], [0.18, -0.02, 0.03], [0.02, 0.05, -0.12], [0.06, -0.18, -0.16], [0.15, 0.05, 0.25], [-0.04, 0.13, 0.18], [-0.39, 0.08, -0.19], [0.34, -0.09, 0.00], [-0.08, 0.13, 0.05], [-0.10, -0.21, -0.26], [-0.17, 0.02, -0.11], [0.10, 0.01, -0.12], [0.01, -0.15, -0.03], [0.18, 0.06, 0.01], [0.05, -0.11, 0.10], [-0.04, 0.13, 0.20], [0.25, 0.15, 0.43], [-0.19, -0.09, -0.07], [0.43, -0.22, 0.15], [-0.25, 0.24, 0.03], [-0.33, 0.16, -0.09], [-0.20, 0.04, -0.22], [0.01, -0.04, -0.26], [-0.02, -0.05, 0.01], [-0.10, 0.07, -0.16], [-0.04, 0.04, 0.14], [0.08, 0.13, 0.02], [0.16, -0.12, 0.08], [-0.09, 0.19, -0.28], [-0.06, 0.13, -0.05], [-0.12, 0.09, 0.43], [0.12, -0.15, -0.28], [-0.01, 0.08, 0.00], [0.23, -0.39, 0.27], [-0.01, -0.02, 0.19], [-0.03, -0.15, -0.02], [0.14, -0.05, -0.01], [-0.08, 0.00, -0.14], [0.05, 0.04, -0.03], [-0.13, 0.17, -0.05], [0.09, 0.27, 0.23], [0.01, 0.09, -0.04], [-0.02, 0.18, -0.33], [0.03, -0.19, 0.33], [-0.02, 0.01, -0.09], [-0.08, -0.35, -0.14], [-0.05, -0.07, -0.20], [0.08, -0.12, 0.02], [-0.10, -0.09, 0.05], [0.12, 0.00, 0.09], [-0.07, 0.03, 0.13], [0.03, 0.21, -0.02], [-0.21, 0.02, -0.53], [0.02, 0.04, 0.18], [-0.27, 0.46, -0.17], [0.23, -0.27, -0.07], [0.00, -0.04, 0.27], [0.08, -0.18, 0.19], [0.02, -0.01, 0.27], [-0.03, -0.14, 0.01], [0.25, -0.04, -0.02], [-0.06, -0.08, -0.12], [0.11, 0.02, -0.11], [-0.10, 0.17, -0.04], [0.18, -0.02, -0.23], [0.06, -0.13, -0.16], [-0.28, -0.29, 0.29], [0.15, 0.31, -0.11], [-0.02, -0.09, -0.11], [-0.15, 0.09, 0.40], [-0.13, -0.10, 0.13], [0.07, 0.08, 0.11], [-0.08, 0.13, 0.00], [0.17, 0.05, -0.01], [-0.02, 0.14, -0.14], [0.06, -0.18, -0.18], [0.35, 0.06, 0.27], [-0.03, -0.11, -0.06], [0.07, 0.51, -0.17], [-0.02, -0.29, 0.22], [-0.06, -0.10, -0.16], [-0.06, -0.26, -0.14], [-0.03, -0.05, -0.24], [0.06, -0.09, -0.01], [-0.12, -0.15, 0.01], [0.11, -0.02, 0.10], [-0.07, 0.01, 0.13], [0.03, 0.20, -0.02]]
}